No. 1
122
Properties=species:S:1:pos:R:3:lowdin_charge:R:1 method="wB97M-V/def2-TZVPD" total_charge=0 lumo_energy_ev=-0.6940 e_homo_ev=-7.836 orbital_gap_ev=7.14
C -0.0752 4.9517 4.8437 -0.15
C -0.2577 4.1488 6.1940 -0.41
P -1.4273 2.6805 6.0927 0.94
C -0.8307 1.5518 7.5019 -0.32
C -1.1766 1.6692 4.5279 -0.53
P -1.8924 -0.0389 5.0768 0.81
N -1.6755 -1.1922 3.7625 -0.15
O -3.5649 0.1392 5.3458 -0.32
C 0.3215 1.5529 4.1012 -0.44
O 1.3016 1.8263 4.7083 0.15
O 0.2256 1.0310 2.7891 -0.01
C -0.9241 1.5428 2.0640 -0.36
C -0.3597 2.5879 1.0348 -0.16
C 1.1984 2.7791 1.0190 -0.43
S 2.0968 1.4104 0.1211 0.88
C 3.7269 1.6271 0.9237 -0.61
N 4.3952 2.7167 0.5327 -0.08
N 5.5426 2.6975 1.2909 0.00
C 5.4883 1.6263 2.0930 -0.11
O 4.3319 0.8682 1.8853 -0.20
O -1.2378 0.3677 1.2530 -0.06
N -2.4647 0.4858 0.6566 0.01
O -2.3520 0.1170 -0.4659 0.05
C -1.9677 1.9709 3.1830 -0.12
B -2.8620 3.2941 2.9900 -0.55
N -3.5981 3.4236 1.6833 0.14
O -3.0013 4.3612 3.8816 0.10
H -0.6706 5.9003 4.9264 0.07
H -0.2964 4.3712 3.9166 0.05
H 1.0026 5.2763 4.7645 0.08
H -0.6605 4.8340 6.9899 0.08
H 0.7443 3.7953 6.5491 0.07
H -0.0469 0.8627 7.0692 0.02
H -1.6457 0.9148 7.9146 0.02
H -0.2860 2.1466 8.2875 0.05
H -2.4259 -1.8916 3.7698 -0.02
H -0.8360 -1.7371 3.9914 0.04
H -4.0161 -0.7152 5.2066 -0.04
H -0.6262 2.2259 0.0001 0.08
H -0.7902 3.6240 1.1006 0.11
H 1.4084 3.7052 0.4204 0.04
H 1.6567 2.9536 2.0247 0.09
H 6.3185 1.4507 2.8002 0.14
H -2.7519 1.1489 3.1283 0.11
H -3.0022 3.8933 0.9966 0.07
H -3.8651 2.4918 1.3624 0.05
H -3.0009 5.1681 3.3320 0.11
C 6.1003 3.2796 -3.3131 -1.51
Cl 5.9232 3.2796 -1.5542 0.60
Cl 5.2043 1.9295 -4.0212 0.49
Cl 5.5516 4.8162 -4.0011 0.50
H 7.1519 3.1556 -3.5514 0.02
C -0.3711 -2.2739 -1.4035 -1.50
Cl 0.4466 -2.8948 0.0374 0.52
Cl 0.7096 -1.2230 -2.3252 0.54
Cl -0.9576 -3.6078 -2.4092 0.49
H -1.2257 -1.6863 -1.0825 -0.02
C 0.8778 3.8289 -3.0247 -1.51
Cl 2.5249 3.5537 -2.4371 0.53
Cl -0.1905 4.3229 -1.7052 0.60
Cl 0.8678 5.0470 -4.3035 0.52
H 0.5028 2.8990 -3.4385 -0.03
C 5.9796 -2.3497 -3.3513 -1.54
Cl 6.7230 -0.8959 -2.6758 0.50
Cl 4.3797 -1.9816 -4.0071 0.51
Cl 7.0146 -3.0574 -4.5970 0.52
H 5.8621 -3.0754 -2.5527 0.01
C 3.7019 -3.1232 2.1072 -1.51
Cl 4.9451 -3.6444 3.2515 0.53
Cl 3.7603 -1.3747 1.8667 0.69
Cl 3.8925 -3.9452 0.5530 0.49
H 2.7307 -3.3832 2.5173 0.01
C -6.4048 -2.8412 5.2588 -1.50
Cl -4.7674 -3.0127 4.6014 0.51
Cl -7.4159 -4.2029 4.7715 0.54
Cl -6.3515 -2.7036 7.0180 0.55
H -6.8393 -1.9310 4.8572 0.02
C 2.5325 2.5647 -6.7125 -1.53
Cl 3.7060 1.5282 -7.5309 0.53
Cl 1.4316 3.3043 -7.8793 0.49
Cl 1.6280 1.6423 -5.5030 0.54
H 3.0731 3.3574 -6.2022 0.00
C -1.9011 -3.9198 7.3752 -1.51
Cl -2.4190 -2.4219 6.5854 0.52
Cl -0.3256 -3.7007 8.1444 0.54
Cl -3.1026 -4.4499 8.5586 0.53
H -1.8064 -4.6912 6.6173 0.02
C -6.0166 -5.2613 0.9748 -1.54
Cl -6.9451 -6.7631 1.0275 0.54
Cl -7.0913 -3.8606 1.0768 0.52
Cl -4.8190 -5.2252 2.2726 0.46
H -5.4907 -5.2185 0.0259 -0.05
C -4.2603 -4.7816 -4.9631 -1.51
Cl -3.8829 -3.3777 -5.9662 0.54
Cl -2.8166 -5.7716 -4.7056 0.54
Cl -4.9432 -4.2733 -3.4145 0.52
H -4.9992 -5.3841 -5.4815 0.02
C 2.5353 -7.2056 -1.7399 -1.55
Cl 2.6894 -8.1795 -3.2072 0.53
Cl 4.1250 -6.8221 -1.0728 0.51
Cl 1.6387 -5.7177 -2.0628 0.47
H 1.9845 -7.7828 -1.0035 -0.02
C -0.8399 -5.0453 -7.8245 -1.56
Cl -1.3004 -6.1765 -9.1029 0.52
Cl 0.8449 -5.2917 -7.3527 0.52
Cl -1.1043 -3.3779 -8.3436 0.51
H -1.4668 -5.2352 -6.9596 -0.07
C -1.8798 -6.3603 0.2735 -1.49
Cl -0.7609 -7.3393 -0.6871 0.55
Cl -2.9694 -5.4361 -0.7692 0.50
Cl -2.7977 -7.3952 1.3742 0.52
H -1.3022 -5.6576 0.8664 0.01
C 4.5234 8.2600 -5.8536 -1.55
Cl 4.1573 9.9873 -5.7763 0.52
Cl 3.1707 7.3079 -5.2318 0.49
Cl 4.9125 7.7800 -7.5093 0.52
H 5.3907 8.0672 -5.2300 0.01
C -1.7659 5.0587 -9.2054 -1.53
Cl -0.1146 4.9037 -9.8178 0.49
Cl -2.7596 3.7011 -9.7454 0.53
Cl -1.7674 5.1678 -7.4413 0.51
H -2.1925 5.9734 -9.6038 0.01

=====

No. 2
100
Properties=species:S:1:pos:R:3:lowdin_charge:R:1 method="wB97M-V/def2-TZVPD" total_charge=0 lumo_energy_ev=-0.5973 e_homo_ev=-6.653 orbital_gap_ev=6.06
In 1.1812 0.1568 0.0271 0.97
C 1.9356 3.9005 0.7178 -0.06
O 1.4942 2.6560 1.2310 -0.17
C 0.6441 2.6786 2.2955 -0.27
C 0.0590 3.8170 2.8224 -0.03
C -0.7370 3.7268 3.9585 -0.09
C -0.9283 2.5038 4.5827 -0.09
C -0.3591 1.3584 4.0499 -0.03
C 0.3954 1.4264 2.8791 -0.20
N 1.0166 0.3409 2.2649 -0.04
N 1.0719 -0.7580 2.9370 0.11
C 1.9012 -1.7106 2.5080 -0.18
C 3.0265 -1.4070 1.6457 -0.35
O 3.2223 -0.2648 1.1372 -0.06
C 4.0113 -2.4469 1.4709 0.01
C 3.8436 -3.6823 1.9811 0.01
C 2.7128 -4.0241 2.7982 -0.17
C 2.5359 -5.3236 3.2944 -0.03
C 1.4293 -5.6467 4.0442 -0.09
C 0.4704 -4.6679 4.3188 -0.08
C 0.6320 -3.3836 3.8510 -0.03
C 1.7554 -3.0325 3.0859 -0.12
H 2.4568 4.4717 1.4894 0.11
H 2.6238 3.6704 -0.0922 0.10
H 1.1022 4.4903 0.3279 0.08
H 0.2189 4.7858 2.3697 0.11
H -1.1820 4.6256 4.3642 0.10
H -1.5145 2.4428 5.4903 0.10
H -0.4733 0.3998 4.5372 0.10
H 4.8516 -2.2039 0.8331 0.12
H 4.5668 -4.4621 1.7692 0.12
H 3.2865 -6.0735 3.0737 0.11
H 1.3009 -6.6527 4.4219 0.10
H -0.4059 -4.9267 4.8994 0.10
H -0.1120 -2.6266 4.0595 0.10
C -5.7931 1.2873 0.3418 -0.09
C -5.2497 1.0513 -0.9128 -0.09
C -3.9545 1.4576 -1.2082 -0.08
C -3.1927 2.1268 -0.2533 -0.38
C -3.7463 2.3508 1.0095 -0.12
C -5.0368 1.9386 1.3043 -0.09
P -1.4527 2.6996 -0.4811 1.13
C -1.7872 4.3442 -1.2510 -0.37
C -0.7564 4.9463 -1.9772 -0.12
C -0.9495 6.1656 -2.6030 -0.08
C -2.1744 6.8132 -2.5029 -0.09
C -3.1891 6.2443 -1.7504 -0.08
C -2.9954 5.0212 -1.1207 -0.08
C -0.8301 1.8108 -1.9631 -0.42
C -1.3994 2.0461 -3.2224 -0.12
C -0.9171 1.4133 -4.3519 -0.08
C 0.1725 0.5630 -4.2529 -0.07
C 0.7684 0.3475 -3.0210 -0.12
C 0.2818 0.9556 -1.8661 -0.21
H -6.8024 0.9672 0.5687 0.10
H -5.8391 0.5554 -1.6759 0.10
H -3.5384 1.2504 -2.1833 0.09
H -3.1533 2.8578 1.7655 0.10
H -5.4509 2.1183 2.2886 0.10
H 0.1946 4.4358 -2.0799 0.10
H -0.1468 6.6073 -3.1801 0.10
H -2.3338 7.7548 -3.0122 0.10
H -4.1429 6.7492 -1.6617 0.10
H -3.7965 4.5825 -0.5386 0.10
H -2.2274 2.7387 -3.3131 0.11
H -1.3886 1.5900 -5.3110 0.10
H 0.5638 0.0727 -5.1358 0.11
H 1.6345 -0.2992 -2.9632 0.07
C -0.6817 -4.9841 -1.6833 -0.12
C -0.5107 -4.5039 -0.3937 -0.11
C 0.3360 -3.4354 -0.1487 -0.06
C 1.0451 -2.8151 -1.1839 -0.30
C 0.8569 -3.3113 -2.4841 -0.04
C 0.0086 -4.3768 -2.7251 -0.09
N 1.8821 -1.7291 -0.9139 -0.03
C 3.1109 -1.6461 -1.5576 -0.33
C 3.7495 -0.4126 -1.7693 -0.08
C 5.0015 -0.3295 -2.3517 -0.09
C 5.6620 -1.4735 -2.7708 -0.11
C 5.0566 -2.7058 -2.5625 -0.10
C 3.8178 -2.7985 -1.9558 -0.04
H -1.3321 -5.8281 -1.8749 0.09
H -1.0312 -4.9709 0.4345 0.10
H 0.4854 -3.0782 0.8619 0.09
H 1.3906 -2.8465 -3.3033 0.11
H -0.1156 -4.7393 -3.7388 0.10
H 3.2540 0.5009 -1.4546 0.08
H 5.4638 0.6414 -2.4817 0.10
H 6.6361 -1.4069 -3.2367 0.09
H 5.5648 -3.6130 -2.8678 0.10
H 3.3877 -3.7717 -1.7620 0.11
N -3.3974 -2.8754 -0.6633 0.16
N -2.6085 -2.0176 0.0389 -0.26
N -2.7615 -1.8414 1.3321 0.16
C -1.7607 -1.0194 1.6040 -0.17
N -1.0586 -0.7333 0.5030 -0.01
N -1.6172 -1.3815 -0.4948 0.13
H -4.3194 -2.9188 -0.2583 0.10
H -3.3681 -2.6718 -1.6513 0.11
H -1.5519 -0.6288 2.5835 0.10

=====

No. 3
115
Properties=species:S:1:pos:R:3:lowdin_charge:R:1 method="wB97M-V/def2-TZVPD" total_charge=0 lumo_energy_ev=-1.5611 e_homo_ev=-9.388 orbital_gap_ev=7.83
C -3.3965 -2.5690 -2.7458 0.16
C -2.5180 -2.1064 -3.4206 -0.07
C -1.4031 -1.4316 -4.1996 -0.23
C -0.5150 -2.6496 -4.6305 -0.06
O -1.3700 -3.5594 -5.3824 -0.02
C -0.7837 -3.7744 -6.6230 -0.49
C -1.1661 -2.9645 -7.8628 0.02
O 0.0791 -4.5962 -6.7314 0.14
C -2.1873 -0.9137 -5.4779 -0.41
O -3.1943 -1.3231 -5.9612 0.13
N -1.4124 0.1925 -5.8612 0.12
C -0.2755 0.5423 -4.9477 -0.28
C 0.9924 0.0801 -5.7741 -0.09
C 2.1987 -0.5311 -5.0480 -0.22
N 2.8501 -0.0472 -4.0712 0.13
C -0.3341 2.1202 -5.0846 -0.09
C 0.9139 2.8316 -4.5472 -0.73
O 1.2104 3.0062 -3.4194 0.06
Cl 2.0626 3.4775 -5.8095 0.64
C -0.7536 -0.1424 -3.6228 -0.24
C -1.8278 0.7144 -2.8776 -0.12
C -1.3118 1.9198 -2.0344 -0.22
C -2.4318 2.2347 -0.9703 -0.54
Cl -2.7110 4.0020 -0.7500 0.63
C 0.2584 -0.6017 -2.5313 -0.09
C -0.3490 -1.0768 -1.1960 -0.12
O 0.7663 -1.5092 -0.3708 -0.04
C 1.3679 -0.4374 0.2618 -0.49
O 0.8189 0.0970 1.1840 0.13
C 2.7611 0.0640 -0.1517 -0.12
C 2.7544 1.5336 -0.6811 -0.07
H -4.0537 -2.8880 -1.9560 0.05
H -0.2145 -3.1900 -3.7220 0.15
H 0.3280 -2.4084 -5.2911 0.11
H -2.1291 -2.4371 -7.7888 0.07
H -0.3961 -2.2080 -8.1067 0.08
H -1.2310 -3.6158 -8.7495 0.10
H -1.2611 0.3623 -6.8467 0.15
H 1.3705 0.9251 -6.3817 0.09
H 0.6490 -0.6582 -6.5193 0.10
H 2.5866 -1.4911 -5.4394 0.12
H 2.4002 0.8385 -3.8098 0.02
H -1.2749 2.5452 -4.7108 0.12
H -0.3485 2.2975 -6.1737 0.11
H -2.4964 0.1272 -2.2323 0.11
H -2.4833 1.1458 -3.6633 0.14
H -0.4011 1.7425 -1.4543 0.09
H -1.2545 2.8317 -2.6462 0.07
H -2.0723 1.8513 0.0003 0.08
H -3.3903 1.7563 -1.2086 0.07
H 0.8992 0.2723 -2.2904 0.10
H 0.9709 -1.3764 -2.8583 0.12
H -0.8585 -0.2911 -0.6145 0.12
H -1.0140 -1.9469 -1.2628 0.13
H 3.2685 -0.6146 -0.8550 0.11
H 3.3657 0.0489 0.7718 0.12
H 1.7083 1.8627 -0.7833 0.06
H 3.2373 2.2380 0.0202 0.05
H 3.2780 1.6162 -1.6491 0.07
C -5.5359 5.5726 3.8458 0.07
C -4.7639 5.2831 2.7921 -0.23
C -3.5632 6.1082 2.4492 -0.31
O -2.8909 5.7834 1.4912 0.04
C -3.2627 7.2673 3.2837 0.08
C -4.0364 7.5583 4.3348 -0.24
C -5.2225 6.7171 4.6939 -0.32
O -5.8810 7.0178 5.6717 0.11
O -3.7959 8.6126 5.1225 0.11
O -5.0179 4.2448 1.9885 0.10
H -6.4042 4.9834 4.1050 0.14
H -2.4030 7.8652 3.0157 0.14
H -4.4945 8.5965 5.8028 0.12
H -4.3144 4.2545 1.3077 0.06
C 2.7058 -2.5868 5.0420 0.08
C 2.1771 -3.2487 6.0741 -0.23
C 0.8639 -3.9632 5.9677 -0.28
O 0.4610 -4.5580 6.9544 0.09
C 0.1443 -3.8951 4.6877 0.07
C 0.6790 -3.2232 3.6589 -0.21
C 2.0050 -2.5365 3.7640 -0.30
O 2.4494 -1.9596 2.7912 0.12
O 0.0508 -3.1324 2.4793 0.11
O 2.7914 -3.3127 7.2626 0.11
H 3.6537 -2.0717 5.1111 0.14
H -0.7987 -4.3788 4.6071 0.10
H 0.6310 -2.5997 1.9016 0.09
H 2.2065 -3.8469 7.8309 0.12
C -1.7175 -9.2554 6.7431 0.08
C -1.3752 -7.9640 6.6565 -0.23
C -1.3565 -7.2460 5.3451 -0.27
O -1.0556 -6.0663 5.3397 0.07
C -1.6942 -7.9947 4.1413 0.08
C -2.0326 -9.2862 4.2268 -0.23
C -2.0796 -10.0008 5.5436 -0.32
O -2.4119 -11.1708 5.5640 0.11
O -2.3475 -10.0088 3.1481 0.11
O -1.0321 -7.2447 7.7288 0.12
H -1.7374 -9.7857 7.6847 0.14
H -1.6592 -7.4670 3.1983 0.14
H -2.5529 -10.9024 3.4814 0.12
H -0.8261 -6.3430 7.3990 0.10
C 4.9267 5.1640 -0.1263 0.08
C 5.5688 6.2977 -0.4282 -0.23
C 6.0675 7.2256 0.6367 -0.32
O 6.6616 8.2337 0.3064 0.11
C 5.8103 6.8745 2.0292 0.08
C 5.1652 5.7425 2.3308 -0.23
C 4.6909 4.8022 1.2668 -0.31
O 4.1252 3.7772 1.5984 0.10
O 4.9091 5.3879 3.5943 0.11
O 5.8022 6.6650 -1.6920 0.11
H 4.5640 4.4857 -0.8863 0.13
H 6.1595 7.5600 2.7884 0.14
H 4.4380 4.5357 3.5387 0.12
H 6.2790 7.5140 -1.6352 0.12

=====

No. 4
40
Properties=species:S:1:pos:R:3:nbo_charge:R:1 method="wB97M-V/def2-TZVPD" total_charge=0 lumo_energy_ev=0.2824 e_homo_ev=-6.796 orbital_gap_ev=7.08
C -2.0122 -3.2703 1.8953 -0.22
Cl -1.2990 -4.4360 0.7569 0.09
Cl -1.7830 -1.5295 1.5689 0.15
Cl -3.7879 -3.6241 1.8855 0.01
Cl -1.4744 -3.6812 3.5361 0.02
C -1.9066 1.5311 -1.9334 -0.20
Cl -2.6349 3.1777 -2.0765 0.02
Cl -2.7143 0.6667 -0.6175 0.07
Cl -1.9244 0.7608 -3.5344 0.07
Cl -0.2402 1.7022 -1.4150 0.19
N -1.2843 0.3287 2.9774 -0.52
C -1.8390 0.8902 1.8660 -0.09
C -0.8118 1.1073 1.0344 -0.33
C 0.3617 0.6433 1.5525 -0.34
C 0.0736 0.1641 2.7628 -0.07
H -1.7869 0.1719 3.8393 0.43
H -2.9000 1.0899 1.8371 0.24
H -0.9488 1.4952 0.0359 0.21
H 1.3092 0.6353 1.0343 0.25
H 0.7085 -0.2720 3.5198 0.23
N 2.6481 1.1703 -2.5126 -0.51
C 2.4005 0.5301 -1.3085 -0.02
C 2.0826 1.5640 -0.4244 -0.40
C 2.2533 2.7544 -1.0493 -0.26
C 2.5845 2.5435 -2.3655 -0.11
H 2.9182 0.7862 -3.4068 0.42
H 2.4814 -0.5390 -1.1786 0.27
H 1.7607 1.5343 0.6061 0.23
H 2.1105 3.7423 -0.6370 0.23
H 2.7843 3.2778 -3.1318 0.22
N -0.2443 -0.8943 0.3766 -0.66
C 0.3767 -0.3851 -0.6878 -0.04
C 0.8041 -1.3882 -1.5973 -0.38
C 0.4825 -2.5491 -0.9429 -0.26
C -0.1414 -2.2382 0.2448 -0.17
H -0.4703 -0.3749 1.2128 0.48
H 0.5444 0.6812 -0.7229 0.18
H 1.3805 -1.2537 -2.5006 0.21
H 0.5797 -3.5037 -1.4384 0.21
H -0.4413 -3.0094 0.9388 0.18

=====

No. 5
15
Properties=species:S:1:pos:R:3:nbo_charge:R:1 method="wB97M-V/def2-TZVPD" total_charge=0 lumo_energy_ev=0.6165 e_homo_ev=-7.682 orbital_gap_ev=8.30
C 0.5313 -0.4531 -0.3965 -0.17
C 1.3621 0.5249 -0.7582 0.00
C -1.4744 -1.4081 0.1392 0.42
N -2.3177 2.1211 0.4339 -0.11
N -0.7880 -0.3406 -0.0633 -0.54
N -3.1357 1.4299 0.1958 0.46
N 0.8251 1.8032 -0.7883 -0.81
O -3.9489 0.7236 -0.1244 -0.34
O -1.0516 -2.6728 0.4010 -0.70
H 0.9135 -1.4785 -0.2382 0.18
H 2.4089 0.2658 -1.0374 0.21
H -2.5782 -1.3560 0.3371 0.14
H -1.6047 -3.3278 0.6304 0.49
H 1.4628 2.3826 -0.3717 0.36
H -0.0531 1.6855 -0.2943 0.39

=====

No. 6
11
Properties=species:S:1:pos:R:3:nbo_charge:R:1 method="wB97M-V/def2-TZVPD" smiles="N#C/C=C/CO" total_charge=0 lumo_energy_ev=0.1085 e_homo_ev=-10.464 orbital_gap_ev=10.57
N 3.1052 0.5821 1.2379 -0.29
C 2.1117 0.6743 0.6494 0.25
C 0.8880 0.6581 -0.0979 -0.35
C -0.2901 0.3732 0.4678 -0.10
C -1.3915 -0.2070 -0.3719 -0.11
O -1.0893 -1.5937 -0.3893 -0.69
H -0.1335 -1.6339 -0.5424 0.47
H 0.9746 0.7667 -1.1782 0.24
H -0.3821 0.2662 1.5461 0.22
H -2.3874 -0.1028 0.0655 0.20
H -1.4056 0.2167 -1.3869 0.17

=====

Record-wise energy above the lowest of the compared OMol25 structures with the same formula, charge and spin values, in kJ/mol: 0.0, 117.4, 110.0, 1921.4, 423.0, 138.3